[1]
{"formula": "C24H48O8", "method": "the ωB97M-V functional and the def2-TZVPD basis", "symbols": ["O", "C", "H", "H", "H", "C", "O", "H", "C", "H", "H", "C", "H", "H", "H", "H", "O", "C", "H", "H", "C", "H", "O", "O", "H", "C", "H", "C", "H", "H", "H", "C", "H", "C", "H", "C", "H", "O", "C", "H", "H", "C", "H", "H", "H", "O", "H", "C", "H", "C", "H", "C", "H", "H", "H", "H", "O", "C", "H", "C", "H", "C", "H", "C", "H", "C", "H", "H", "C", "C", "H", "C", "H", "H", "H", "H", "H", "H", "H", "H"], "xyz": [[3.7788, -3.6914, 2.8808], [-5.2016, 2.1521, 1.3561], [-1.1359, -1.7585, -1.4113], [-2.4766, 0.9708, 1.5124], [2.5153, 3.0893, -3.3448], [0.7985, 2.9189, -4.6673], [4.6728, -0.0960, -0.0193], [0.9944, -2.4013, 1.6146], [-0.8695, -0.0844, 0.4921], [-0.8666, -5.6585, -0.9772], [3.6599, -0.5547, -2.5498], [3.7423, 5.8410, -0.0267], [-1.8389, -2.6813, 3.2242], [-0.2505, 3.3999, -2.8161], [1.9999, -3.6799, 0.9743], [-0.7856, -4.2513, 0.1191], [-4.7689, -1.7312, 2.9245], [-4.0714, -3.5049, 1.6099], [0.4735, -0.4211, -1.1633], [-0.2180, -2.0301, -2.9981], [3.4015, -1.2207, -1.7265], [-6.4185, 4.5437, 2.2865], [2.9707, 5.0719, -2.1936], [-1.2330, -1.1870, 0.7282], [-1.7704, -2.7455, -2.7458], [-0.2660, -3.7414, -1.8293], [-1.9752, 1.7535, -0.0496], [3.4098, 4.7570, -1.0466], [-0.9408, 2.0761, -3.8912], [1.2755, -1.9169, 3.9949], [2.4632, -0.9901, -1.2221], [-1.6547, 1.2045, 0.8358], [-3.9224, -3.0818, 0.6165], [-3.9856, -2.6051, 2.8002], [-2.7472, -3.8324, 4.0671], [2.3496, -2.0708, 3.8912], [0.5190, 1.2015, -0.6334], [0.8828, -4.0144, -2.1771], [-1.0511, -4.5884, -0.8829], [4.4959, -3.2094, -0.1114], [4.0490, 5.4222, 0.9318], [-6.4955, 2.8603, 1.0270], [2.8232, 2.4883, -1.1487], [2.9302, 3.3420, 0.4201], [-3.2715, -4.2410, 1.5300], [-7.4888, 2.3382, 0.6159], [-2.1159, -4.4499, -1.0698], [2.6771, -3.0955, 2.8788], [3.2595, -2.2407, -2.0836], [5.1848, -2.3921, -0.3249], [4.5710, 6.4256, -0.4264], [-0.0542, 2.5841, -3.5119], [-2.8447, -2.1526, 4.5833], [-5.3313, 1.0726, 1.2781], [2.9137, 6.5068, 0.2143], [-5.0609, -3.9585, 1.5529], [0.2765, 3.1104, -5.7708], [-0.8663, -2.4360, -2.2215], [0.7751, -4.0791, 2.1081], [1.5211, -3.3168, 1.8837], [2.6723, 1.8944, -4.6656], [-6.5226, 4.3145, 1.2260], [-7.4716, 4.7086, 0.8624], [2.3147, 2.8885, -4.3972], [-0.9414, 1.8844, 1.3018], [0.4209, 0.1830, -0.2575], [1.2779, 0.0391, 0.4005], [5.9039, -2.5549, -1.1278], [3.3406, 3.2659, -0.5868], [4.4127, -1.1497, -0.6410], [2.7757, 3.7696, -4.8437], [-2.8067, -2.8041, 3.7103], [-4.8256, 2.4892, 2.3221], [5.8483, -2.2948, 0.5343], [2.6114, -2.5583, 4.8303], [4.3989, 3.0124, -0.5244], [0.4853, 1.7538, -3.0564], [2.8894, -1.1415, 3.7092], [-5.7429, 4.8287, 0.6641], [-4.4479, 2.4515, 0.6279]], "forces_ev_per_angstrom": [[-3.075, 1.380, -0.468], [-0.342, -0.115, -0.372], [0.119, -0.322, -0.100], [-0.033, 0.142, -0.122], [-0.261, -0.421, 0.070], [-0.268, 0.649, -1.880], [-0.954, -2.012, -1.557], [0.047, 0.122, 0.363], [0.225, 3.453, -1.097], [0.412, 0.116, -0.004], [-0.291, 0.155, 0.164], [0.718, -0.650, 0.073], [-0.142, 0.354, -0.461], [0.091, -0.148, -0.010], [-0.065, -0.113, -0.284], [-0.187, 0.015, 0.128], [-1.790, 1.821, 0.810], [0.315, -1.231, -1.193], [0.122, -0.410, 0.320], [0.034, 0.482, 0.342], [-0.465, -0.588, 0.253], [0.156, 0.147, 0.032], [1.764, -0.489, 3.270], [-0.740, -2.068, 0.810], [-0.482, 0.369, 0.000], [2.269, 0.265, 0.425], [-0.126, -0.323, -0.256], [-3.428, -0.335, -3.297], [-0.450, 0.655, 0.096], [0.032, 0.365, -0.463], [-0.080, 0.484, -0.472], [0.568, -1.050, 0.446], [-0.269, 1.189, 0.257], [2.161, -0.852, -1.157], [-0.302, -0.206, 0.046], [-0.238, -0.356, 1.184], [-0.294, 0.239, 0.330], [-1.300, -0.181, 0.270], [-0.502, -0.517, -0.289], [0.219, -0.319, -0.491], [0.162, -0.171, -0.077], [0.851, 0.038, 0.181], [-0.079, 0.675, -0.404], [0.076, -0.465, 0.225], [-0.183, -0.515, 0.759], [-0.898, -1.393, -0.490], [-0.059, 0.195, 0.325], [1.191, -1.395, -0.484], [0.239, 0.012, -0.190], [0.470, -0.002, 0.613], [-0.077, 0.159, 0.029], [-0.230, -1.478, 0.076], [-0.101, 0.101, -0.159], [0.069, 0.063, 0.302], [-0.247, -0.115, -0.537], [0.073, -0.235, 0.189], [1.431, -0.148, 1.400], [-0.370, -0.571, -1.283], [0.141, 0.009, 0.688], [1.423, -0.475, -1.152], [0.348, 0.255, -0.319], [-0.121, 1.540, 0.020], [-0.038, -0.083, 0.154], [-1.025, 0.934, 0.312], [0.073, 0.100, 0.316], [0.073, 0.407, -0.425], [0.104, -0.323, 0.052], [-0.467, -0.551, -0.508], [1.053, 1.925, 0.450], [1.820, 2.320, 1.879], [0.265, -0.547, -0.767], [0.278, -0.329, 0.862], [-0.040, -0.245, 0.104], [-0.399, 0.420, 0.269], [0.565, 0.522, 0.322], [0.057, -0.535, 0.405], [0.089, 0.200, 0.867], [-0.024, -0.022, 0.214], [0.306, -0.065, 0.186], [0.036, 0.090, -0.119]], "s2": 0.7505, "gap_ev": [2.10, 9.60], "charge": -1, "spin_multiplicity": 2}



[2]
{"formula": "C5H16N", "method": "the ωB97M-V functional and the def2-TZVPD basis", "symbols": ["H", "H", "H", "H", "H", "H", "C", "H", "H", "C", "H", "H", "H", "H", "N", "H", "C", "H", "H", "H", "C", "C"], "xyz": [[-0.2592, 1.6701, -1.3101], [-0.4671, 0.3760, 1.6739], [0.1001, -1.1417, -0.4804], [0.5615, 0.5453, -0.4398], [-1.6480, -0.2096, -1.7171], [-1.5798, 0.9280, -0.2776], [-0.8455, -1.0813, 0.0822], [0.6349, -2.4827, 2.0512], [1.3288, 1.1721, -2.8519], [-1.7932, -0.0924, -0.6013], [1.5530, -1.0458, 1.4753], [0.6938, 2.0759, -0.0859], [1.9965, 2.5174, -1.9467], [-1.4507, -1.0976, 2.1664], [0.6253, 1.4515, -0.8793], [-2.8343, -0.2603, -0.3574], [-0.5990, -0.7392, 1.5355], [0.8675, -1.1263, 3.0521], [-1.2807, -2.0580, -0.0672], [2.4306, 0.7360, -1.6019], [1.7236, 1.5008, -1.9053], [0.6768, -1.3811, 2.0343]], "forces_ev_per_angstrom": [[-0.512, -0.146, -0.152], [-0.513, -0.906, -0.116], [0.079, -0.035, 0.124], [-0.324, -0.770, -0.100], [-0.500, 0.406, 1.018], [-0.304, 0.022, -0.054], [-0.555, 0.625, -0.412], [0.018, 0.370, -0.425], [-0.360, 0.040, -0.273], [0.391, -0.320, -1.203], [0.029, -0.170, -0.192], [0.591, 0.625, 0.068], [1.103, 0.858, -0.228], [0.543, 0.640, -0.507], [0.168, 0.278, -0.217], [-0.149, -0.169, -0.010], [0.047, 0.056, 0.675], [0.106, 0.381, 0.840], [0.051, -0.494, 0.283], [0.654, 0.627, 0.029], [-0.717, -1.158, 0.697], [0.153, -0.763, 0.156]], "gap_ev": 11.67, "charge": 1, "spin_multiplicity": 1}



[3]
{"formula": "C12H19N11O3RhS", "method": "the ωB97M-V functional and the def2-TZVPD basis", "symbols": ["H", "N", "H", "N", "H", "H", "N", "H", "H", "H", "C", "H", "Rh", "C", "N", "N", "H", "H", "N", "N", "N", "H", "C", "O", "H", "S", "C", "H", "H", "H", "C", "C", "C", "O", "H", "C", "C", "C", "C", "O", "H", "C", "N", "N", "N", "H", "H"], "xyz": [[3.4071, -0.9562, -2.2107], [-0.8670, -0.5194, -5.6642], [-4.1049, -2.6504, 3.4173], [-2.9910, 1.8413, -1.3965], [-3.7829, -0.3193, 3.6646], [-1.0668, -1.3959, -5.2149], [0.3503, 1.6401, 1.1533], [2.0131, -0.3648, -0.2848], [2.4936, -0.6600, -4.5182], [2.4713, -0.8631, 3.8036], [4.0718, -0.8015, 2.3513], [2.0730, -1.6970, 2.3096], [-0.8209, 0.3351, 0.1701], [1.6293, -0.2531, -1.2802], [-3.4639, -2.6256, 2.6369], [-2.5538, 0.8422, 2.4332], [-3.2473, -3.4957, 2.1696], [0.1587, 4.2347, 0.7381], [-1.6262, -2.3836, 0.4614], [-3.1588, -0.3459, 2.8702], [0.3791, 0.2305, -1.4217], [4.5047, -1.7783, 2.5538], [0.5951, 0.0406, -3.7950], [-1.8979, -3.5367, 0.6044], [-3.6803, 2.3641, -1.9197], [2.4284, 2.0135, 2.5160], [-2.2013, 1.2365, -0.8288], [1.5525, 4.6242, 1.6710], [-3.2858, 1.5054, 2.1952], [4.2334, -0.5673, 1.2981], [1.8631, 0.3910, 2.2246], [2.4038, -0.5861, -2.3708], [1.8940, -0.4294, -3.6460], [-0.8824, -1.9337, -0.4618], [4.6187, -0.0726, 2.9503], [1.1141, 2.6357, 1.5617], [-2.8912, -1.5113, 2.2430], [0.0396, 0.3548, -5.1711], [2.5790, -0.8203, 2.7168], [0.4249, 1.3574, -5.7161], [-1.2062, -0.3755, -6.6043], [-0.1328, 0.3547, -2.6708], [0.9191, 3.9204, 1.3208], [-2.0264, -1.3695, 1.2276], [0.7989, 0.4088, 1.4961], [-1.1256, 0.7497, -2.7758], [-2.0032, 1.2314, 3.1928]], "forces_ev_per_angstrom": [[-0.013, -0.011, 0.022], [0.087, 0.161, 0.186], [-0.017, 0.017, -0.017], [-0.068, 0.028, 0.023], [-0.028, -0.029, -0.001], [0.048, -0.048, -0.040], [-0.123, 0.031, -0.133], [-0.003, -0.076, 0.096], [0.001, -0.005, 0.006], [-0.042, -0.015, 0.011], [-0.031, 0.037, 0.021], [-0.020, 0.030, -0.039], [1.002, -1.350, -0.261], [-0.142, 0.167, -0.104], [0.028, -0.077, 0.012], [-0.047, 0.025, 0.010], [-0.002, -0.004, 0.011], [0.007, 0.004, -0.013], [-0.038, 0.254, -0.036], [0.083, -0.163, -0.069], [0.132, 0.157, -0.522], [0.003, 0.007, 0.014], [0.072, -0.062, 0.015], [0.037, -0.007, -0.032], [-0.009, -0.019, 0.020], [0.190, 0.019, 0.127], [-0.404, -0.027, -0.082], [-0.003, 0.000, 0.008], [0.010, 0.036, 0.035], [-0.015, -0.053, -0.003], [0.042, -0.008, 0.033], [0.078, 0.029, 0.005], [0.020, -0.018, -0.084], [-0.242, 0.590, 0.003], [-0.009, 0.015, -0.016], [-0.130, 0.032, -0.097], [-0.151, 0.107, 0.220], [-0.221, -0.171, -0.229], [0.074, 0.038, -0.021], [0.039, 0.083, 0.049], [0.013, 0.013, -0.024], [0.210, 0.077, 0.254], [0.001, -0.027, 0.001], [-0.321, 0.203, 0.273], [0.020, 0.048, 0.372], [-0.093, -0.044, -0.036], [-0.028, 0.008, 0.030]], "gap_ev": 6.08, "charge": 3, "spin_multiplicity": 1}



Which formula does entry 2 have? C5H16N



Number 1 is which compound? C24H48O8



Which formula does entry 1 have? C24H48O8



Number 3 is which compound? C12H19N11O3RhS